# 1
Computed, not measured: the molecule C3H8N2OP2, with ωB97M-V/def2-TZVPD.

```
16
Properties=species:S:1:pos:R:3
C 0.450 -1.194 -1.363
C -0.148 -0.114 -0.392
C -1.249 -0.726 0.491
O -1.966 0.349 1.233
P -3.392 0.967 0.726
P -4.465 -0.441 -1.138
N -3.175 0.490 -1.147
N -4.485 -0.444 0.578
H 0.990 -1.962 -0.872
H -0.372 -1.565 -1.942
H 1.112 -0.568 -1.993
H -0.673 0.612 -1.026
H 0.664 0.250 0.179
H -2.053 -1.215 -0.197
H -0.776 -1.252 1.251
H -5.274 -0.366 1.150
```

As for the LUMO energy: -0.2 eV. The structure (SMILES) is CCCO[P@]12=P(=N1)N2. As for the HOMO energy: -9.503 eV. The gap between HOMO and LUMO is 9.30 eV.

---

# 2
Computed, not measured: the ion C3H8N2OS with charge -1, with ωB97M-V/def2-TZVPD.

```
15
Properties=species:S:1:pos:R:3
C -0.899 0.526 -0.251
C -1.762 -0.588 0.447
S -2.591 -1.657 -0.749
N 0.386 0.650 0.413
C 1.713 0.281 0.448
N 2.496 0.755 -0.582
O 2.218 -0.209 1.444
H -1.497 1.436 -0.188
H -0.842 0.197 -1.282
H -1.121 -1.196 1.081
H -2.416 -0.080 1.157
H -1.437 -2.186 -1.316
H 0.190 0.734 1.407
H 3.472 0.526 -0.529
H 2.089 0.808 -1.500
```

As for the LUMO energy (spin up / spin down): 3.4 / 3.6 eV. As for the expectation value of S²: 0.75. The total charge is -1. Its spin multiplicity is 2. As for the HOMO energy (spin up / spin down): 0.903 / -5.358 eV. The gap between HOMO and LUMO (spin up / spin down) is 2.47 / 8.92 eV.

---

Energy relative to the best compared isomer or geometry (same formula, charge and spin), respectively: 0.000 0.628 eV.
Electronic energy, respectively: -986.552521 -702.003488 hartree.